# C17H36BN3O5

2 unconnected molecules or ions with the total composition C17H36BN3O5 (ωB97M-V/def2-TZVPD, the Open Molecules 2025 dataset).

Summary:
Lowest unoccupied orbital energy = 0.4 eV
Structure (SMILES) = [H]/N=C(\N)NCCCCBCCCCCCOC(C)=O.CCOC(=O)OC
Net charge = 0
Multiplicity = 1
Kohn-Sham gap = 9.91 eV
F_max = 0.7 eV Å⁻¹
DFT total energy = -33596.62298 eV

Cartesian coordinates (Å):
H -1.68384 -2.59670 -0.10748
N -2.06129 -1.89492 0.52818
C -2.67241 -1.01952 -0.16094
N -2.75571 -1.06563 -1.58595
N -3.33334 0.05835 0.48261
C -2.60340 1.32782 0.34056
C -3.40244 2.51614 0.89386
C -3.36017 3.80090 0.05857
C -2.10470 4.67953 0.26228
B -0.78993 4.12059 -0.37871
C 0.25244 4.97599 -1.16988
C 0.85638 4.22786 -2.38158
C 2.20106 3.48505 -2.18383
C 2.58542 2.98959 -0.78422
C 1.90049 1.66653 -0.37921
C 1.54704 1.57282 1.09492
O 2.67554 1.88935 1.92796
C 3.56643 0.87161 2.11145
C 4.95041 1.17411 1.61275
O 3.25188 -0.15992 2.63797
H -3.67186 -1.39674 -1.86294
H -2.62203 -0.14827 -1.99149
H -3.35062 -0.19978 1.46577
H -2.40166 1.49558 -0.72283
H -1.62384 1.26137 0.83000
H -4.44387 2.18547 0.96274
H -3.07902 2.73225 1.91750
H -3.49643 3.55095 -1.00011
H -4.23448 4.39961 0.33598
H -2.29443 5.70143 -0.08084
H -1.91440 4.73607 1.34631
H -0.60055 2.94755 -0.28462
H 1.03882 5.37610 -0.51968
H -0.28283 5.85792 -1.54687
H 0.11061 3.55078 -2.81344
H 1.03181 4.98191 -3.15582
H 2.18994 2.59427 -2.82469
H 3.00564 4.11320 -2.57862
H 2.44124 3.74689 -0.00919
H 3.66412 2.80188 -0.80560
H 2.57116 0.83000 -0.61238
H 0.99730 1.50246 -0.97491
H 0.76713 2.28260 1.37206
H 1.18277 0.56999 1.34424
H 5.67835 0.69244 2.26569
H 5.13076 2.24776 1.56249
H 5.04539 0.76336 0.60292
C 0.02726 -4.62667 1.32465
C -1.12558 -5.56733 1.06031
O -0.90076 -6.37709 -0.10904
C -0.10630 -7.42808 0.06969
O 0.40243 -7.77194 1.10432
O 0.03344 -8.04668 -1.10443
C 0.89596 -9.18632 -1.07111
H 0.23670 -4.02235 0.44078
H -0.22079 -3.95781 2.14787
H 0.93247 -5.17559 1.58117
H -2.03480 -5.01142 0.83846
H -1.32022 -6.21265 1.91589
H 0.59017 -9.88040 -0.29161
H 1.92621 -8.87742 -0.90165
H 0.80489 -9.65488 -2.04632